(1)
Density functional theory data (ωB97M-V with the def2-TZVPD basis set) for a molecular structure, C32H26AsInN6O5S2.

```
! RIJCOSX wB97M-V def2-TZVPD def2/J DEFGRID3
* xyz -2 1
O 0.1366 -2.1281 1.7555
C 2.4303 0.5572 3.3436
As -1.8939 -0.9144 2.4163
H -2.0965 4.9749 1.4202
H -3.5591 -2.7182 2.1136
C 1.3649 -0.7709 -5.4043
H 1.4095 -7.6960 1.4136
H 0.3090 1.0826 -5.1030
S -1.6473 -1.7825 -1.7562
C 0.8004 -4.3617 1.3249
H -1.0838 2.7104 1.6664
C 2.0912 -1.9030 -3.4107
N 1.5371 -0.8690 -1.2392
H 0.7300 -5.1465 -1.9644
H 2.4433 -2.6252 -5.3969
H 2.3419 1.0254 4.3149
C -2.9986 -0.7150 -1.8672
C 0.6193 -3.1809 2.2633
C 1.2062 -6.7138 1.0014
N -6.2147 0.4224 -2.7618
O 0.8950 -3.3445 3.4605
C 2.6329 -1.1029 -0.5394
H -0.9925 -0.2468 4.5991
O -1.1256 0.2880 1.5397
C -0.4419 3.1584 -1.4816
In -0.3105 0.1013 -0.4726
C 2.5435 -0.5586 0.8735
C -2.7014 -2.4062 1.5159
C 3.3731 -0.4320 3.0997
H 4.0349 -0.7673 3.8875
C -4.1275 -1.0711 -2.5982
C -3.5172 0.0496 2.9172
N 0.2916 1.1045 -2.3840
C 0.8014 0.2414 -4.6406
C 0.6841 -4.2025 -0.0486
O 0.4844 3.0345 -3.6504
C 1.5740 0.9178 2.3204
C -4.2402 -2.3118 -3.2776
C 0.8737 0.1853 -3.2561
C -1.0487 3.2424 0.7258
O 3.6984 -1.6176 -0.8922
C 0.8278 -5.2900 -0.8972
C -1.1650 -1.2358 4.1666
C 1.5289 -0.9007 -2.6374
C -0.9762 4.4207 -1.7158
H 2.6011 -2.7168 -2.9161
H -0.2414 -1.8127 4.1098
H -4.0041 0.3685 1.9959
C 1.0688 -5.6240 1.8451
H -1.9217 -1.7600 4.7529
H 0.4845 -3.2173 -0.4446
C 3.4445 -0.9868 1.8404
S -2.9116 0.7747 -1.0214
H -1.9996 -3.2169 1.3549
C -1.6188 4.4938 0.5782
N 1.6237 0.3693 1.1128
H -4.1962 -0.5737 3.5025
H 1.1895 -7.4000 -1.0339
H -2.0306 6.0642 -0.8317
H -3.0344 -2.0218 0.5499
H -0.9141 4.8217 -2.7165
C -5.2634 -0.2259 -2.6823
H -3.2419 0.9336 3.4952
N -0.4652 2.5946 -0.2763
H 1.2966 -0.7244 -6.4847
H 1.1699 -5.7226 2.9176
C 1.0845 -6.5479 -0.3730
N -4.3834 -3.3056 -3.8464
C 2.0073 -1.8377 -4.7953
H 0.8003 1.6561 2.4714
C -1.5790 5.0928 -0.6728
C 0.1706 2.3900 -2.6424
H 4.1576 -1.7525 1.5726
*
```

- HOMO-LUMO gap: 6.552 eV
- Relative energy (zero: lowest compared OMol25 entry of this formula, charge and spin): 0.000 eV

---

(2)
Density functional theory data (ωB97M-V with the def2-TZVPD basis set) for 2 unconnected molecules or ions with the total composition CH5N3O2.

```
! RIJCOSX wB97M-V def2-TZVPD def2/J DEFGRID3
* xyz 0 1
H 1.2480 -1.5402 -0.4034
H -0.1668 -1.7909 0.7055
N 0.1683 1.1299 1.1561
N -0.5213 -0.5237 -0.7543
O -1.7141 -0.4451 -0.1838
H -2.0277 0.4883 -0.4752
N 0.5960 1.8341 0.2821
H 0.7317 0.4006 1.5808
C 0.2230 -1.4230 -0.1202
O -0.1921 0.2683 -1.7095
H 1.6551 1.6018 -0.0782
*
```

- HOMO-LUMO gap: 9.448 eV
- Structure (SMILES): C=[N+]([O-])O.[H]/N=N\[H]
- Relative energy (zero: lowest compared OMol25 entry of this formula, charge and spin): 5.421 eV

---

(3)
Density functional theory data (ωB97M-V with the def2-TZVPD basis set) for a gas-phase ion, C2H5FNO2S (charge -1).

```
! RIJCOSX wB97M-V def2-TZVPD def2/J DEFGRID3
* xyz -1 1
N 1.8387 0.1341 0.7713
H 0.8136 -0.5868 -0.8490
H -0.7848 0.7382 1.3439
O 2.0100 1.5040 0.4381
H -1.4107 -0.1371 -0.0897
F 4.3023 -1.2566 0.2455
C -0.6720 0.4807 0.3197
S 3.4291 0.3829 0.0245
H 0.3582 -1.3371 0.5371
H -0.4895 1.2714 -0.3680
C 0.6212 -0.3528 0.1383
O 3.4737 0.4115 -1.4305
*
```

- HOMO-LUMO gap: 7.726 eV
- Relative energy (zero: lowest compared OMol25 entry of this formula, charge and spin): 0.443 eV

---

(4)
Density functional theory data (ωB97M-V with the def2-TZVPD basis set) for a molecular structure, C34H46Li2O18S.

```
! RIJCOSX wB97M-V def2-TZVPD def2/J DEFGRID3
* xyz 0 1
H -7.0010 -52.2049 -46.6084
H -13.0735 -52.5611 -40.2174
H -3.8691 -52.7253 -43.8437
C -2.5354 -52.3416 -38.5233
H -3.1787 -52.7536 -37.9161
H -7.0207 -49.8959 -38.0299
O -2.6136 -54.4404 -39.6609
H 0.2134 -57.5418 -44.0695
H -5.7175 -51.9795 -44.1249
C -5.8427 -48.0752 -41.9181
H -3.3007 -54.2651 -40.1155
H -11.8082 -54.0859 -41.5929
C -7.4802 -56.2242 -40.2000
H -5.4230 -55.2123 -47.0922
O -5.0669 -52.7763 -42.7710
C -10.5502 -50.5667 -41.1981
C -5.1868 -49.2862 -41.9943
O -0.2258 -57.1067 -45.0514
C -10.1526 -52.8276 -41.8555
O -9.2450 -53.7743 -42.4133
H -9.6370 -55.5567 -40.5409
H -6.0320 -56.8908 -37.0985
C -11.7305 -50.8515 -40.5580
H -5.7285 -57.5777 -45.2631
H -5.6186 -51.2634 -42.8551
H -1.2210 -48.6612 -40.1943
H -10.6903 -56.3416 -37.4125
C -3.6612 -46.8654 -41.7843
O -2.9700 -45.7681 -41.5562
H -4.4062 -53.8630 -36.1922
O -5.9367 -55.6355 -46.2877
O -6.3155 -51.7277 -44.6709
O -6.1382 -54.9967 -43.0152
O -10.4271 -56.2726 -38.1651
C -2.9606 -48.1788 -41.9907
H -6.1913 -53.6328 -35.9872
H -10.0497 -49.4513 -41.0591
H -5.0769 -52.4416 -36.6463
H -0.1191 -50.9179 -41.1853
H -7.0888 -56.3447 -41.2155
C -9.6413 -51.5415 -41.7010
C -8.1058 -56.5270 -37.6310
C -1.4802 -55.2968 -45.9612
C -8.8899 -56.0133 -39.8443
H -3.4020 -50.3974 -41.7846
O -4.8725 -54.4946 -41.0067
C -6.7557 -56.6611 -37.9277
H -6.2963 -50.7628 -40.3460
C -11.4072 -53.1653 -41.5082
H -1.8542 -47.9887 -41.9159
H -5.6964 -51.4178 -46.5619
H -4.5719 -57.2962 -46.6084
C -0.7917 -51.2717 -40.5572
C -6.4392 -56.5376 -39.3016
H -8.1976 -53.7913 -42.0370
H -5.0922 -50.0136 -37.9123
H -1.2712 -56.1966 -42.6956
C -1.3258 -50.4383 -39.4615
C -2.5722 -53.6109 -44.5457
H -1.0627 -53.2843 -41.5362
H -6.0741 -49.1048 -38.9473
C -9.1693 -56.2405 -38.5487
H -11.9918 -49.1701 -40.0227
O -0.9102 -49.1469 -39.4694
H -5.2861 -52.8883 -46.0858
O -12.5229 -49.9180 -39.9265
C -2.0940 -54.0413 -45.8652
C -2.4128 -54.5560 -43.5096
H -3.5468 -44.9031 -41.5928
C -1.0508 -56.1009 -44.8804
C -5.1902 -56.7950 -45.8181
C -5.3068 -53.4144 -36.6962
H -2.0655 -53.5276 -46.8854
H -6.8989 -47.8399 -42.1088
C -2.1414 -53.1439 -39.6592
O -5.1609 -56.6341 -39.8050
H -8.2241 -56.7187 -36.4947
O -3.2402 -52.4633 -44.3415
H -4.6260 -56.2881 -44.9968
C -6.1086 -52.1760 -46.0174
C -5.1314 -46.8640 -41.8281
Li -6.6149 -53.1738 -39.4364
C -12.2133 -52.2204 -40.8439
O -6.2221 -51.2226 -39.5055
S -5.7198 -53.9488 -42.0792
O -5.8548 -50.4777 -42.1763
C -1.6285 -55.7865 -43.5933
C -3.6943 -49.3741 -41.8575
Li -7.0222 -55.7323 -44.3494
C -6.0989 -50.1711 -38.5526
C -1.3119 -52.6349 -40.5936
H -1.2777 -55.3958 -46.9366
H -5.9412 -46.0308 -41.9050
C -2.1155 -50.9942 -38.4665
H -4.6541 -54.5252 -38.1281
H -2.7270 -54.4411 -42.5517
O -5.4610 -53.8920 -37.9943
H -2.3940 -50.2250 -37.6272
H -4.9849 -55.7463 -40.1095
O -6.8908 -53.4558 -41.4526
H -8.7301 -51.2466 -42.0653
*
```

- HOMO-LUMO gap: 7.197 eV
- Relative energy (zero: lowest compared OMol25 entry of this formula, charge and spin): 4.109 eV

---

no.,HOMO level (eV)
1,-2.50
2,-8.99
3,-3.66
4,-7.54